Record 1
11
Properties=species:S:1:pos:R:3:lowdin_charge:R:1 method="wB97M-V/def2-TZVPD" e_lumo_ev=0.762 homo_ev=-8.6 total_charge=0
O -2.264 -1.172 0.159 0.0536
N -1.080 -0.552 -0.013 -0.2608
C -0.905 0.826 -0.059 -0.0379
C 0.439 1.015 0.003 -0.0998
C 1.017 -0.279 -0.091 -0.7326
S 2.708 -0.764 -0.027 0.7594
N 0.092 -1.226 0.014 0.0796
H -2.359 -1.591 -0.736 0.1423
H -1.731 1.496 -0.014 0.1146
H 0.963 1.977 0.003 0.1066
H 3.118 0.269 0.762 -0.1251

---

Record 2
28
Properties=species:S:1:pos:R:3:lowdin_charge:R:1 method="wB97M-V/def2-TZVPD" e_lumo_ev=0.916 homo_ev=-8.5 total_charge=0
C 0.272 -1.926 0.844 0.0053
C -0.401 -1.408 -0.191 -0.1360
C -1.580 -0.345 -0.122 -0.5882
C -2.870 -1.118 0.177 -0.0707
C -1.705 0.341 -1.492 -0.0699
C -1.394 0.733 0.958 -0.0671
H 0.211 -1.508 1.843 0.0584
H 0.942 -2.768 0.695 0.0600
H -0.290 -1.892 -1.161 0.1056
H -3.742 -0.454 0.145 0.0836
H -2.841 -1.564 1.178 0.0851
H -3.039 -1.924 -0.546 0.0833
H -2.515 1.081 -1.493 0.0852
H -1.922 -0.383 -2.286 0.0810
H -0.782 0.866 -1.763 0.0754
H -0.562 1.400 0.719 0.0661
H -2.282 1.374 1.027 0.0848
H -1.219 0.304 1.949 0.0750
C 2.579 0.897 1.162 -0.1599
N 1.869 0.965 -0.103 -0.2003
C 2.771 1.108 -1.229 -0.1601
H 3.122 1.827 1.359 0.0774
H 3.285 0.059 1.193 0.0702
H 1.862 0.759 1.979 0.0666
H 1.227 0.116 -0.227 0.0752
H 2.210 0.996 -2.163 0.0709
H 3.570 0.358 -1.222 0.0683
H 3.224 2.105 -1.233 0.0750

---

Record 3
9
Properties=species:S:1:pos:R:3:lowdin_charge:R:1 method="wB97M-V/def2-TZVPD" e_lumo_ev=-0.397 homo_ev=-11.0 total_charge=0
O -2.546 -0.147 -0.864 0.0990
C -1.795 0.169 0.018 -0.1591
C -0.339 -0.287 0.126 -0.3651
N 0.463 0.733 0.151 0.1130
C 1.717 0.216 -0.022 -0.2063
N 1.787 -1.077 0.077 0.1844
O 0.220 -1.466 0.079 0.0607
H -2.029 0.947 0.773 0.1328
H 2.521 0.913 -0.337 0.1406

---

For reference, energy relative to the best compared isomer or geometry (same formula, charge and spin) by record: 65.9, 32.6, 57.7 kcal per mole.
For reference, frontier orbital gap by record: 9.39, 9.37, 10.63 eV.
For reference, calculated total energy by record: -699.567052, -370.920344, -375.419543 hartree.